#i
Below is C20H18N2O4 in the gas phase, with properties calculated with ωB97M-V/def2-TZVPD.

Values from the calculation:
**E_LUMO**: -0.4 eV
**SMILES**: COc1ccc2c(OC[C@H](O)CO)nc(C#N)c(-c3ccccc3)c2c1
**HOMO**: -8.179 eV
**HOMO-LUMO gap**: 7.82 eV

```
44
C20H18N2O4, DFT ωB97M-V/def2-TZVPD
C 4.052 -3.612 -1.758
O 2.692 -3.267 -1.650
C 2.218 -2.136 -1.094
C 2.959 -1.207 -0.407
C 2.343 -0.081 0.171
C 0.998 0.099 0.154
C 0.443 1.188 0.759
O 1.290 2.075 1.310
C 0.758 3.423 1.570
C 0.074 3.525 2.884
O -0.597 4.804 2.838
C 1.157 3.403 4.031
O 0.524 3.581 5.258
N -0.864 1.458 0.635
C -1.653 0.697 -0.174
C -3.002 1.214 -0.061
N -4.105 1.625 -0.158
C -1.178 -0.486 -0.800
C -2.025 -1.340 -1.586
C -2.872 -0.883 -2.599
C -3.637 -1.773 -3.318
C -3.777 -3.114 -2.922
C -3.035 -3.572 -1.801
C -2.224 -2.639 -1.174
C 0.220 -0.754 -0.588
C 0.817 -1.894 -1.130
H 4.483 -3.160 -2.627
H 4.086 -4.711 -1.952
H 4.696 -3.336 -0.888
H 4.003 -1.316 -0.249
H 2.960 0.697 0.719
H 1.651 4.056 1.469
H 0.029 3.688 0.762
H -0.756 2.803 3.015
H -0.471 5.487 2.167
H 1.622 2.442 4.154
H 1.995 4.060 3.884
H -0.221 4.204 5.209
H -2.796 0.187 -2.867
H -4.074 -1.437 -4.257
H -4.303 -3.870 -3.579
H -3.128 -4.600 -1.529
H -1.651 -2.778 -0.217
H 0.297 -2.753 -1.601
```

#ii
Below is C20H18N2O4 as an isolated structure, with properties calculated with ωB97M-V/def2-TZVPD.

Values from the calculation:
**E_LUMO**: -1.3 eV
**HOMO**: -8.860 eV
**HOMO-LUMO gap**: 7.57 eV

```
44
C20H18N2O4, DFT ωB97M-V/def2-TZVPD
C -1.773 5.930 5.526
H -1.341 6.900 5.011
O -2.368 5.067 4.623
C -1.354 4.408 3.727
C 0.091 4.738 3.571
C 0.935 3.839 2.840
C 0.518 2.812 2.002
C -1.142 2.727 1.891
C -1.949 3.381 2.746
H -2.920 3.264 2.854
H -1.654 1.833 1.360
C 1.114 2.166 1.011
C 1.110 1.419 0.053
C -0.290 0.688 -0.130
N -1.236 0.279 -0.675
C 2.270 0.630 -0.527
O 3.478 1.152 -0.404
O 1.870 -0.255 -1.415
C 2.645 -0.749 -2.180
H 3.523 -1.443 -1.513
H 3.295 -0.057 -2.901
C 2.155 -2.036 -3.127
O 2.776 -2.574 -3.859
N 0.858 -2.026 -3.065
H 0.055 -1.273 -2.596
C 0.009 -2.761 -3.895
C -0.349 -3.832 -3.112
C -1.996 -3.912 -2.601
C -2.224 -4.987 -1.786
C -1.409 -5.875 -1.293
C -0.267 -5.900 -1.741
C 0.301 -4.864 -2.713
H 1.342 -4.916 -2.858
H 0.620 -6.630 -1.463
H -1.786 -6.652 -0.731
H -3.516 -4.927 -1.382
H -2.586 -3.012 -3.108
H 0.836 -3.384 -4.489
H -0.797 -2.330 -4.438
H 2.225 2.321 1.267
H 2.027 4.081 3.015
H 0.512 5.050 4.500
H -1.049 5.427 6.109
H -2.557 6.282 5.896
```

Most stable: #i